Record 1
Entry from the Open Molecules 2025 dataset: one molecule with the formula C5H7NO2 at a distorted geometry (ωB97M-V/def2-TZVPD).

Structure (ORCA input):
```
! RIJCOSX wB97M-V def2-TZVPD def2/J DEFGRID3
* xyz 0 1
C -0.47 -2.25 0.85
C -0.73 -0.99 0.33
C 0.61 -0.46 0.15
C -2.01 -0.28 -0.05
C 2.29 1.23 -0.54
N 1.55 -1.28 0.47
O 0.85 -2.42 0.87
O 0.95 0.73 -0.31
H -1.00 -3.09 1.06
H -2.63 -0.16 0.87
H -1.61 0.72 -0.35
H -2.42 -0.87 -0.90
H 2.28 2.36 -0.34
H 2.57 1.16 -1.60
H 3.10 0.59 -0.10
*
```

The frontier orbital gap comes out at 10.2 eV. The calculation puts the energy above the lowest of the compared OMol25 structures with the same formula, charge and spin at 64.8 kcal per mole. The SMILES is COc1nocc1C.

Löwdin atomic charge list, values in e, 6 entries: atom 1 (C): -0.045, atom 2 (C): -0.170, atom 3 (C): -0.389, atom 4 (C): -0.035, atom 5 (C): -0.040, atom 6 (N): 0.140

Record 2
Entry from the Open Molecules 2025 dataset: C17H33Li2O7 as an isolated structure at a distorted geometry (ωB97M-V/def2-TZVPD).

Structure (ORCA input):
```
! RIJCOSX wB97M-V def2-TZVPD def2/J DEFGRID3
* xyz 1 1
Li 1.81 -1.55 1.31
Li 3.86 1.17 0.56
O 0.19 1.22 -1.33
C 1.12 0.95 -0.39
O 2.13 1.72 -0.34
O 0.99 -0.11 0.29
H 0.63 1.95 -1.81
C -0.43 4.51 1.97
C 0.94 5.16 1.62
C 1.97 4.14 2.14
O 1.30 3.16 2.90
C -0.02 3.10 2.39
H -1.10 4.40 1.12
H -0.85 5.10 2.78
H 1.01 6.13 2.11
H 1.06 5.37 0.56
H 2.77 4.62 2.71
H 2.48 3.74 1.25
H -0.66 2.61 3.12
H -0.05 2.46 1.49
C 2.83 -1.15 -2.72
C 3.88 -1.27 -3.80
C 4.22 -2.77 -3.67
O 2.99 -3.40 -3.27
C 2.04 -2.45 -2.81
H 2.25 -0.23 -2.70
H 3.40 -1.11 -1.77
H 4.79 -0.73 -3.51
H 3.58 -0.97 -4.80
H 4.92 -3.00 -2.86
H 4.57 -3.14 -4.62
H 1.66 -2.72 -1.82
H 1.24 -2.37 -3.55
C -3.79 -1.71 -2.01
C -2.64 -0.72 -2.23
C -1.45 -1.61 -1.81
O -1.81 -2.95 -2.13
C -3.17 -2.96 -2.60
H -4.69 -1.40 -2.55
H -4.00 -1.78 -0.95
H -2.68 0.17 -1.61
H -2.56 -0.42 -3.28
H -1.43 -1.55 -0.71
H -0.47 -1.23 -2.09
H -3.63 -3.87 -2.22
H -3.17 -3.02 -3.69
C -1.32 -0.54 2.73
C -1.29 -0.50 4.26
C -2.72 -0.93 4.61
O -3.02 -1.92 3.64
C -2.51 -1.46 2.39
H -0.41 -0.96 2.28
H -1.43 0.47 2.33
H -1.05 0.47 4.68
H -0.60 -1.28 4.60
H -3.45 -0.12 4.57
H -2.74 -1.39 5.59
H -3.28 -0.96 1.80
H -2.23 -2.38 1.88
*
```

The frontier orbital gap comes out at 6.3 eV. The calculation puts the energy above the lowest of the compared OMol25 structures with the same formula, charge and spin at 51.8 kcal per mole.

Löwdin atomic charge list, values in e, 6 entries: atom 1 (Li): 0.824, atom 2 (Li): 0.851, atom 3 (O): 0.124, atom 4 (C): -0.796, atom 5 (O): -0.118, atom 6 (O): -0.138

Record 3
Entry from the Open Molecules 2025 dataset: C22H20N5O5Tl as an isolated structure (ωB97M-V/def2-TZVPD).

Structure (ORCA input):
```
! RIJCOSX wB97M-V def2-TZVPD def2/J DEFGRID3
* xyz 0 1
Tl -0.62 -1.52 -1.08
C -0.34 2.44 -3.47
C -0.33 3.52 -2.62
C -0.75 3.35 -1.31
C -1.14 2.09 -0.88
N -1.12 1.03 -1.71
C -0.74 1.22 -2.97
C -1.64 1.95 0.53
C -2.20 3.08 1.13
C -2.66 3.00 2.43
C -2.53 1.80 3.11
C -1.96 0.72 2.45
N -1.54 0.78 1.18
C -1.83 -0.56 3.19
C -1.49 -0.57 4.55
C -1.43 -1.78 5.22
C -1.71 -2.95 4.52
C -1.99 -2.84 3.17
N -2.05 -1.69 2.52
H -0.03 2.53 -4.50
H 0.00 4.50 -2.96
H -0.73 4.18 -0.61
H -0.75 0.33 -3.60
H -2.30 4.00 0.58
H -3.12 3.85 2.91
H -2.89 1.70 4.12
H -1.26 0.36 5.05
H -1.17 -1.81 6.27
H -1.70 -3.91 5.02
H -2.19 -3.73 2.57
O 5.01 1.35 -0.15
C 4.62 0.90 1.02
O 5.16 1.19 2.06
C 3.44 -0.02 1.03
C 2.97 -0.65 2.15
N 1.88 -1.34 1.79
N 1.60 -1.19 0.49
C 2.54 -0.39 0.00
C 2.48 -0.02 -1.46
O 3.44 0.64 -1.92
O 1.48 -0.41 -2.10
H 4.39 1.05 -0.90
H 3.35 -0.64 3.16
H 1.28 -1.89 2.37
C 0.90 -2.12 -5.01
C -0.20 -3.09 -4.63
O -1.27 -2.38 -4.02
H 1.77 -2.66 -5.36
H 1.18 -1.52 -4.15
H 0.55 -1.46 -5.81
H 0.19 -3.85 -3.95
H -0.57 -3.61 -5.53
H -2.00 -2.99 -3.88
*
```

The frontier orbital gap comes out at 8.8 eV. The calculation puts the energy above the lowest of the compared OMol25 structures with the same formula, charge and spin at 16.8 kcal per mole.

Löwdin atomic charge list, values in e, 6 entries: atom 1 (Tl): 0.883, atom 2 (C): -0.033, atom 3 (C): -0.042, atom 4 (C): -0.015, atom 5 (C): -0.202, atom 6 (N): 0.023

Record 4
Entry from the Open Molecules 2025 dataset: a 4-piece molecular cluster, C16H24O12 overall at a distorted geometry (ωB97M-V/def2-TZVPD).

Structure (ORCA input):
```
! RIJCOSX wB97M-V def2-TZVPD def2/J DEFGRID3
* xyz 0 1
C 5.21 3.16 -0.77
C 6.55 3.20 0.00
C 6.21 3.11 1.49
O 6.93 1.93 1.87
C 7.58 1.38 0.82
O 8.34 0.39 0.88
O 7.37 2.10 -0.29
H 4.70 4.12 -0.69
H 4.47 2.39 -0.54
H 5.40 2.94 -1.82
H 7.13 4.03 -0.40
H 5.17 2.81 1.63
H 6.42 4.05 1.99
C 1.03 1.54 -0.24
C 0.28 1.12 0.96
C -0.72 0.00 1.01
O 0.00 -1.09 1.62
C 1.16 -0.64 2.14
O 2.08 -1.37 2.64
O 1.30 0.57 1.81
H 1.56 0.74 -0.76
H 1.87 2.23 -0.11
H 0.33 1.87 -1.01
H -0.13 2.00 1.46
H -1.13 -0.26 0.03
H -1.50 0.25 1.72
C 0.05 -3.87 -0.87
C -1.31 -4.56 -0.81
C -1.46 -5.46 0.50
O -2.60 -4.73 1.10
C -3.13 -3.73 0.30
O -4.09 -3.04 0.55
O -2.27 -3.51 -0.75
H 0.85 -4.61 -0.93
H 0.18 -3.20 -0.02
H 0.08 -3.31 -1.81
H -1.58 -5.16 -1.68
H -0.58 -5.40 1.14
H -1.68 -6.50 0.25
C -6.99 1.30 -0.80
C -5.57 1.71 -0.70
C -4.53 0.69 -0.09
O -3.81 0.12 -1.13
C -4.09 0.87 -2.28
O -3.51 0.74 -3.36
O -5.04 1.69 -2.02
H -7.53 1.55 0.12
H -7.06 0.27 -1.14
H -7.54 1.83 -1.58
H -5.45 2.72 -0.31
H -5.12 -0.16 0.26
H -3.83 1.13 0.62
*
```

The frontier orbital gap comes out at 10.8 eV. The calculation puts the energy above the lowest of the compared OMol25 structures with the same formula, charge and spin at 57.8 kcal per mole. The SMILES is C[C@H]1COC(=O)O1.C[C@H]1COC(=O)O1.C[C@H]1COC(=O)O1.C[C@H]1COC(=O)O1.

Löwdin atomic charge list, values in e, 6 entries: atom 1 (C): -0.032, atom 2 (C): -0.314, atom 3 (C): -0.073, atom 4 (O): 0.072, atom 5 (C): -0.507, atom 6 (O): 0.104